a:
Entry from OMol25: a 3-piece molecular cluster, C36H36NO8PS overall (ωB97M-V/def2-TZVPD).

Results
Lowest unoccupied orbital energy (eV): -1.5
HOMO energy (Eh): -0.33295
Multiplicity: 1
Gap between HOMO and LUMO (eV): 7.553

XYZ file:
```
83
Properties=species:S:1:pos:R:3:mulliken_charge:R:1
H -1.605 0.388 5.283 0.275
O 4.061 0.824 -1.782 -0.695
H 2.509 0.786 4.479 0.373
C 5.043 2.211 -5.601 -0.673
O -3.141 0.885 -3.001 -0.685
C 3.851 -1.900 3.175 -0.864
C -3.609 -1.348 5.055 -0.796
C 2.375 -0.638 -2.554 0.215
C 2.116 1.024 3.483 -0.958
H 0.149 -2.488 -4.305 0.528
C -0.443 1.206 -3.669 -1.000
O -5.639 -2.758 2.924 -0.309
H 2.839 1.833 -3.126 0.876
H -1.644 -2.211 5.158 0.437
N -3.407 -2.875 1.353 -0.651
H -1.917 0.372 3.552 -0.604
H 4.407 -1.327 3.927 0.362
C -2.373 1.166 -2.107 0.571
H -5.616 -3.983 1.082 0.035
C 1.326 1.824 -1.613 -0.937
C -0.025 1.647 -1.336 0.545
C -2.209 -1.526 4.518 -0.472
H -4.030 -2.282 5.431 0.447
C 0.903 1.379 -3.938 -0.557
C 0.338 -2.484 -2.159 -0.798
H -1.146 0.962 -4.453 0.543
O -4.424 -0.849 3.942 0.042
C -0.493 1.775 0.075 0.432
H 0.166 -1.198 3.399 0.269
C 3.100 0.265 -5.220 -0.272
H -5.617 -1.797 0.757 0.079
O 0.287 1.989 0.979 -0.691
C -1.470 -0.203 4.368 0.467
H -2.301 -2.010 3.544 0.215
H 2.425 2.046 3.250 0.357
H 1.998 2.061 -0.799 0.468
C 0.020 -0.359 4.083 -0.442
C 4.390 1.653 -6.695 -0.577
O 1.466 -1.251 -5.998 -0.653
H -3.662 -0.582 5.831 0.294
C -4.204 1.199 -0.427 -0.853
H 4.492 -2.038 2.296 0.286
C 1.027 -1.963 -1.069 -0.592
H 0.223 1.070 2.474 -0.427
C 3.762 0.817 -4.123 0.442
H 2.588 -0.629 -0.432 0.846
C 0.594 0.931 3.495 -0.056
H 3.826 0.349 2.362 0.619
H 1.268 1.271 -4.952 0.958
H 5.232 2.211 -3.456 0.520
P -4.943 -2.816 1.439 0.387
C 0.671 -2.092 -3.445 -0.486
C -0.913 1.343 -2.368 0.511
S -5.916 -1.361 3.773 0.422
C 3.456 0.374 -2.731 0.724
C 4.732 1.793 -4.319 -0.338
C 2.033 -0.766 -5.043 0.839
H -5.713 1.185 1.097 0.480
H 3.608 -2.878 3.590 0.208
C 2.766 0.094 2.474 0.426
C -4.663 1.313 0.875 -0.547
C -1.953 1.615 0.333 0.344
O 2.635 -1.273 2.839 -0.257
C 3.421 0.682 -6.506 -1.080
H 2.302 0.233 1.491 -0.799
H -4.880 0.981 -1.243 0.500
H 0.771 -2.272 -0.064 0.565
C -2.421 1.742 1.635 -1.503
C -3.769 1.581 1.906 -0.620
H -0.460 -3.198 -2.002 0.471
H 0.549 -0.582 5.015 0.369
H 5.796 2.974 -5.752 0.400
H 4.639 1.977 -7.697 0.413
C 1.690 -1.169 -3.649 0.254
O -6.486 -0.443 2.813 -0.487
H 0.197 1.767 4.081 0.618
H -4.131 1.653 2.922 0.397
C -2.847 1.339 -0.703 0.430
H -1.711 1.952 2.424 1.239
C 1.787 1.693 -2.911 -1.083
H 2.901 0.237 -7.343 0.517
H -2.992 -2.082 0.876 0.273
C 2.043 -1.043 -1.268 -0.522
```

---

b:
Entry from OMol25: C36H36NO8PS as an isolated structure (ωB97M-V/def2-TZVPD).

Results
Lowest unoccupied orbital energy (eV): -0.9
HOMO energy (Eh): -0.33507
Multiplicity: 1
Gap between HOMO and LUMO (eV): 8.198

XYZ file:
```
83
Properties=species:S:1:pos:R:3:mulliken_charge:R:1
C -4.285 4.218 -3.499 -0.569
C 6.941 0.026 -4.103 -0.508
C -0.827 -0.338 3.990 -0.506
C -5.152 2.677 -0.109 0.385
C -1.687 -1.616 4.199 -0.627
C -3.957 2.732 1.988 -0.665
H -5.607 -3.597 0.457 0.085
H -1.057 -2.329 4.764 0.454
C 4.029 -1.986 -2.660 -0.035
C 3.506 -2.546 -3.826 0.398
H 0.841 -4.161 -2.497 0.403
H 3.823 -1.805 -0.530 0.580
C 3.583 -0.825 2.339 -0.488
H -3.049 -0.578 5.643 0.209
H -1.176 0.304 3.165 0.272
O -3.968 -0.959 3.817 0.016
C 5.851 -0.838 -4.029 0.168
H -5.911 -1.407 1.055 0.093
C 7.540 0.282 -5.327 -0.469
H 3.151 0.031 4.261 0.302
P -5.145 -2.571 1.314 0.392
H 5.152 -3.041 2.563 0.282
H -1.320 5.491 -1.370 0.471
C 2.271 -3.013 -1.377 -0.417
H 7.535 -0.139 -7.435 0.395
O -6.190 2.627 -2.217 -0.671
O 3.738 -2.844 -6.145 -0.666
C -4.050 3.086 0.644 0.245
H 5.597 -1.660 -7.312 0.468
H -6.865 1.028 2.300 0.579
H 1.941 -3.755 -4.667 0.472
C -4.968 1.989 2.580 -0.360
H -7.027 1.628 -0.086 0.478
H -3.395 5.314 -5.111 0.399
H 7.318 0.500 -3.207 0.463
C -3.050 -1.369 4.880 -0.674
C -2.149 5.133 -1.965 -0.528
C 0.645 -0.819 3.695 -0.458
H 4.956 -2.067 4.070 0.370
C -2.256 5.499 -3.298 -0.478
H 1.097 0.522 1.989 0.320
H 4.151 -3.672 3.873 0.215
C 5.230 -1.117 -2.711 0.479
C 5.357 -1.435 -5.189 0.130
C 4.443 -2.742 3.362 -0.792
C 3.413 -2.229 -1.436 -0.531
H 3.433 1.245 2.990 0.373
O 3.283 -2.140 2.813 -0.286
C -4.191 3.861 -2.157 0.155
C 4.166 -2.321 -5.135 0.612
C 5.971 -1.188 -6.414 -0.546
C -2.979 3.909 0.031 0.523
H -5.113 3.862 -4.097 0.469
C -6.076 1.598 1.835 -0.613
C 2.356 -3.328 -3.764 -0.612
H -3.099 3.039 2.571 0.511
N -3.580 -2.376 1.066 -0.656
O -6.423 -0.836 3.467 -0.475
C -5.253 3.021 -1.549 0.594
H 0.610 -1.715 3.062 0.311
C 7.060 -0.333 -6.481 -0.464
H -3.435 -2.329 5.277 0.467
O -5.352 -3.083 2.946 -0.285
H -4.895 1.717 3.625 0.373
C -6.166 1.937 0.492 -0.773
H -0.802 0.288 4.900 0.381
H -3.409 -1.413 0.783 0.237
H 3.333 -0.721 1.268 0.109
H 1.104 -0.995 4.681 0.207
C 2.935 0.283 3.205 -0.763
C -3.113 4.308 -1.391 0.223
O -2.011 4.254 0.683 -0.684
O 5.694 -0.639 -1.693 -0.681
H 1.793 -3.197 -0.423 0.511
C 1.738 -3.557 -2.543 -0.540
H 4.682 -0.705 2.422 0.578
H -1.898 -2.103 3.229 0.253
C -3.318 5.034 -4.067 -0.458
H -1.509 6.146 -3.740 0.395
H 8.382 0.959 -5.384 0.398
S -5.413 -1.774 4.007 0.394
C 1.395 0.381 3.042 -0.696
H 1.077 1.282 3.603 0.381
```

---

The most stable arrangement is b, and the next structure is 1.361 eV less stable.

---

a:
Entry from OMol25: one molecule with the formula C4H14N4 (ωB97M-V/def2-TZVPD).

Results
Lowest unoccupied orbital energy (eV): 1.1
HOMO energy (Eh): -0.30325
Multiplicity: 1
Gap between HOMO and LUMO (eV): 9.339
SMILES: CCN(C)C(N)(N)N

XYZ file:
```
22
Properties=species:S:1:pos:R:3:mulliken_charge:R:1
N 1.492 -0.124 -1.367 -0.579
H -2.191 -1.369 1.183 0.262
H 1.884 -2.048 0.414 0.249
N 0.953 -1.653 0.375 -0.545
H -1.220 2.167 0.043 0.332
H 1.958 0.292 1.929 0.233
C -2.504 -0.697 0.385 -1.111
H -0.981 -1.374 -0.992 0.433
H 0.491 2.424 0.428 0.321
H 2.464 0.162 -1.347 0.273
H -2.863 0.232 0.826 0.273
H 2.160 1.612 1.000 0.226
H -1.639 0.206 -1.399 0.407
H -3.341 -1.165 -0.139 0.400
C -0.207 1.811 -0.139 -1.098
C -1.360 -0.446 -0.569 -0.544
H 0.500 -1.728 1.276 0.258
H 1.371 -0.949 -1.939 0.244
N 2.151 0.597 0.976 -0.826
H 0.020 1.921 -1.205 0.397
N -0.132 0.429 0.315 -0.114
C 0.995 -0.298 -0.054 0.506
```

---

b:
Entry from OMol25: a 2-piece molecular cluster, C4H14N4 overall (ωB97M-V/def2-TZVPD).

Results
Lowest unoccupied orbital energy (eV): 0.8
HOMO energy (Eh): -0.28814
Multiplicity: 1
Gap between HOMO and LUMO (eV): 8.613
SMILES: [H]/N=C(/C)NC.CNN

XYZ file:
```
22
Properties=species:S:1:pos:R:3:mulliken_charge:R:1
N -0.047 -0.531 -1.446 -0.748
H 1.897 -2.924 1.584 0.326
C 0.920 2.370 -0.566 -0.733
H -1.734 -2.050 0.481 0.386
N 1.028 -1.489 0.361 -0.208
H -2.113 -0.357 0.098 0.400
C 1.051 -2.238 1.593 -0.930
H 1.136 -1.576 2.461 0.268
C -1.376 -1.023 0.537 -1.382
H -1.238 1.060 -1.607 0.197
C -0.077 -0.845 -0.198 0.868
H 0.538 -1.089 -2.062 0.176
H 1.620 1.528 -0.522 0.201
H 0.904 2.729 -1.594 0.247
H -0.770 1.871 0.810 0.207
H 1.284 3.172 0.073 0.338
H -1.573 2.605 -1.813 0.292
H 0.162 -2.857 1.724 0.308
H -1.268 -0.765 1.590 0.337
N -1.567 1.890 -1.089 -0.585
H 1.788 -1.665 -0.282 0.247
N -0.565 2.182 -0.133 -0.213
```

---

The most stable arrangement is a, and the next structure is 0.595 eV less stable.

---

a:
Entry from OMol25: a 2-piece molecular cluster, C4H14N4 overall (ωB97M-V/def2-TZVPD).

Results
Lowest unoccupied orbital energy (alpha / beta) (eV): 0.9 / 0.9
HOMO energy (alpha / beta) (Eh): -0.20777 / -0.20343
Multiplicity: 1
Gap between HOMO and LUMO (alpha / beta) (eV): 6.578 / 6.435

XYZ file:
```
22
Properties=species:S:1:pos:R:3:mulliken_charge:R:1
N -0.375 0.437 -1.313 -0.003
C -1.245 -0.565 -1.431 -0.397
H -2.345 -0.219 0.240 0.142
H 2.583 -0.793 1.525 0.210
N 2.328 -1.509 0.854 -0.568
C -0.968 1.828 0.677 -1.437
C 0.046 1.163 -0.212 0.094
H 2.820 -2.361 1.104 0.208
H 0.336 0.405 -2.034 0.225
N -2.184 -0.934 -0.454 -0.276
H -1.704 2.418 0.118 0.326
H 0.432 -0.670 0.642 0.321
H -1.502 1.117 1.311 0.300
H -1.087 -1.279 -2.222 0.300
C 0.884 -1.714 0.875 -0.438
H 1.971 1.403 -0.820 0.270
H 0.493 -2.094 1.833 0.278
H -2.967 -1.449 -0.838 0.232
N 1.220 1.941 -0.405 -0.633
H 1.084 2.816 -0.909 0.189
H 0.626 -2.444 0.107 0.236
H -0.447 2.502 1.351 0.418
```

---

b:
Entry from OMol25: a 2-piece molecular cluster, C4H14N4 overall (ωB97M-V/def2-TZVPD).

Results
Lowest unoccupied orbital energy (eV): 0.8
HOMO energy (Eh): -0.33853
Multiplicity: 1
Gap between HOMO and LUMO (eV): 9.972
SMILES: [H]/N=C(\N)NN.CCC

XYZ file:
```
22
Properties=species:S:1:pos:R:3:mulliken_charge:R:1
C 0.465 -0.832 1.158 0.508
H -1.496 -0.843 -1.509 0.370
C -0.268 0.736 -2.308 -1.272
C -1.913 0.952 -0.389 -1.264
H -2.665 1.398 -1.049 0.419
H -0.166 -2.746 1.242 0.259
H -0.007 -0.129 -0.398 -0.189
H 0.601 -2.292 -0.178 0.270
H -2.454 0.375 0.365 0.328
C -0.969 0.044 -1.151 0.477
N 0.547 -2.161 0.825 -0.546
H 2.198 0.630 2.317 0.282
H 2.451 -0.716 0.285 0.271
H 0.339 0.030 -2.881 0.291
H -0.984 1.205 -2.991 0.390
H 1.464 1.726 1.398 0.274
N 1.731 -0.034 0.514 -0.118
H 0.427 1.484 -1.914 0.288
N 0.001 -0.406 2.278 -0.750
N 2.182 1.001 1.355 -0.746
H -0.142 -1.169 2.936 0.219
H -1.342 1.749 0.096 0.239
```

---

c:
Entry from OMol25: a 2-piece molecular cluster, C4H14N4 overall (ωB97M-V/def2-TZVPD).

Results
Lowest unoccupied orbital energy (eV): 0.8
HOMO energy (Eh): -0.32515
Multiplicity: 1
Gap between HOMO and LUMO (eV): 9.683
SMILES: C/N=C\N.CNCN

XYZ file:
```
22
Properties=species:S:1:pos:R:3:mulliken_charge:R:1
N 1.824 -0.448 -2.562 -0.579
H 0.216 0.009 -1.320 -0.345
H -2.343 -1.379 0.637 0.224
H 1.027 1.402 -2.124 0.358
H 1.585 1.561 0.041 0.275
N 1.968 0.771 -0.457 -0.389
H -3.463 0.046 2.271 0.343
H 2.779 -0.155 -2.710 0.295
H 1.332 -0.981 0.523 0.250
H 1.865 -1.394 -2.194 0.242
N -1.944 1.114 1.249 -0.501
N -2.166 -0.789 -0.154 -0.509
H 3.031 -0.989 0.051 0.254
H -1.801 -0.591 2.491 0.290
C -2.408 0.312 2.378 -0.909
H -1.656 1.095 -0.798 0.527
H -2.346 0.933 3.268 0.253
H 2.576 0.042 1.386 0.349
C 2.231 -0.352 0.434 -0.850
H -1.618 -1.198 -0.891 0.263
C -1.861 0.554 0.115 0.114
C 1.172 0.437 -1.636 0.043
```

---

The most stable arrangement is c, and the next structure is 1.886 eV less stable.

---

a:
Entry from OMol25: one molecule with the formula C6H9N3O2 (ωB97M-V/def2-TZVPD).

Results
Lowest unoccupied orbital energy (eV): 0.3
HOMO energy (Eh): -0.32853
Multiplicity: 1
Gap between HOMO and LUMO (eV): 9.237
SMILES: CNCc1cc(C(=O)O)[nH]n1

XYZ file:
```
20
Properties=species:S:1:pos:R:3:mulliken_charge:R:1
C 1.554 -1.294 -0.508 -0.727
H 1.359 -2.266 -0.132 0.413
C -1.537 0.790 -0.428 -0.189
H 1.908 -1.192 -1.640 0.282
C -2.653 1.724 -0.801 0.277
C 0.168 -0.800 -0.252 0.478
H -3.032 3.391 -1.816 0.377
N -1.778 -0.456 0.268 0.330
O -3.831 1.375 -0.695 -0.574
N -0.801 -1.289 0.458 -0.943
H 2.834 -0.105 2.430 0.265
N 2.548 -0.576 0.312 -0.425
H -2.717 -0.556 0.755 0.295
H 0.976 -0.605 1.717 0.279
O -2.318 2.685 -1.574 -0.421
H 0.557 1.068 -1.331 0.397
H 2.346 -1.925 2.179 0.210
C -0.204 0.489 -0.805 -0.026
C 2.163 -0.850 1.788 -0.590
H 2.460 0.393 0.074 0.291
```

---

b:
Entry from OMol25: a 2-piece molecular cluster, C6H9N3O2 overall (ωB97M-V/def2-TZVPD).

Results
Lowest unoccupied orbital energy (eV): -0.3
HOMO energy (Eh): -0.28861
Multiplicity: 1
Gap between HOMO and LUMO (eV): 7.592
SMILES: Nc1cn[nH]c1.CC(=O)C=O

XYZ file:
```
20
Properties=species:S:1:pos:R:3:mulliken_charge:R:1
N -3.224 -1.275 -0.204 0.268
H -2.962 -0.225 -2.055 0.417
H 1.776 -1.303 -1.703 0.396
H 4.218 0.348 1.504 0.310
C 1.794 -0.588 -0.848 -0.146
N -2.802 -1.208 1.059 -0.790
H -3.864 -2.017 -0.465 0.212
H 2.462 0.162 1.803 0.281
N -1.096 1.562 -0.546 -0.485
C -1.996 -0.155 1.077 -0.535
C -2.718 -0.297 -0.998 -0.759
H -0.937 2.188 0.248 0.236
C -1.901 0.465 -0.193 0.797
C 3.123 -0.540 -0.105 0.644
H 3.021 1.421 0.721 0.287
O 4.018 -1.265 -0.492 -0.517
C 3.219 0.408 1.059 -0.935
O 0.849 0.093 -0.539 -0.338
H -1.486 2.091 -1.320 0.225
H -1.495 0.135 1.995 0.433
```

---

The most stable arrangement is b, and the next structure is 0.960 eV less stable.